Record 1
95
Properties=species:S:1:pos:R:3 method="wB97M-V/def2-TZVPD" charge=-1 gap_ev=6.34 largest_force_ev_per_a=1.69 e_tot_ha=-9073.04670 de_lowest_kj_mol=0.0 homo_energy_ha=-0.1648 lumo_energy_ev=1.855
K -0.881 1.039 -0.509
C -2.041 -3.862 -0.448
N -2.010 -3.465 0.940
C -3.110 -3.233 1.748
C -2.621 -2.911 2.964
N -1.246 -2.939 2.911
B -0.342 -2.771 4.187
N 0.710 -1.636 4.000
C 2.061 -1.876 3.860
C 2.707 -0.694 3.838
N 1.736 0.285 3.964
C 1.974 1.711 3.939
C 0.513 -0.302 4.074
S -0.947 0.547 4.311
C -0.868 -3.274 1.658
S 0.702 -3.507 1.037
H -3.008 -4.317 -0.661
H -1.238 -4.575 -0.628
H -1.894 -3.006 -1.107
H -4.118 -3.323 1.383
H -3.128 -2.645 3.874
H 0.279 -3.797 4.373
H -1.086 -2.494 5.099
H 2.430 -2.880 3.761
H 3.749 -0.452 3.735
H 2.969 1.908 4.336
H 1.221 2.202 4.551
H 1.903 2.103 2.922
O -0.728 5.692 -0.713
S -0.791 4.366 -1.299
O -0.553 4.298 -2.734
N 0.002 3.254 -0.511
C 1.381 3.397 -0.372
C 2.090 4.565 -0.615
C 3.480 4.656 -0.421
C 4.214 3.591 0.011
C 3.553 2.364 0.238
C 4.264 1.198 0.610
C 3.613 0.012 0.750
C 2.220 -0.022 0.521
N 1.526 1.041 0.202
C 2.156 2.245 0.048
C -2.497 3.887 -1.066
C -3.274 3.620 -2.182
C -4.649 3.473 -2.038
C -5.236 3.618 -0.791
C -4.449 3.890 0.325
C -3.077 4.020 0.192
H 1.557 5.445 -0.941
H 3.967 5.604 -0.618
H 5.284 3.659 0.164
H 5.336 1.270 0.767
H 4.131 -0.898 1.025
H 1.675 -0.958 0.621
H -2.794 3.566 -3.149
H -5.262 3.260 -2.905
H -6.310 3.522 -0.683
H -4.907 4.008 1.300
H -2.453 4.248 1.047
Br -4.061 -0.218 -1.038
C -4.411 0.418 0.765
Br -2.888 0.441 1.949
H -5.151 -0.248 1.190
H -4.780 1.428 0.658
C 3.109 0.928 -3.245
C 2.533 -0.476 -3.455
C 2.954 -1.046 -4.809
P 0.741 -0.441 -2.974
C 0.006 -2.055 -3.538
C -0.229 -2.334 -5.023
C 0.790 -3.188 -2.867
C -0.045 0.896 -4.008
C -1.554 0.825 -3.748
C 0.260 1.029 -5.501
H 4.200 0.899 -3.287
H 2.823 1.347 -2.279
H 2.765 1.620 -4.017
H 2.969 -1.118 -2.680
H 2.491 -0.521 -5.644
H 2.713 -2.105 -4.901
H 4.039 -0.948 -4.919
H -0.979 -2.038 -3.053
H 0.684 -2.259 -5.613
H -0.963 -1.654 -5.455
H -0.617 -3.351 -5.143
H 1.799 -3.275 -3.278
H 0.285 -4.143 -3.032
H 0.867 -3.042 -1.787
H 0.303 1.820 -3.529
H -1.985 -0.120 -4.088
H -2.070 1.638 -4.261
H -1.767 0.928 -2.683
H 0.031 0.125 -6.064
H 1.306 1.281 -5.675
H -0.339 1.844 -5.918


Record 2
8
Properties=species:S:1:pos:R:3 method="wB97M-V/def2-TZVPD" gap_ev=11.09 largest_force_ev_per_a=2.30 e_tot_ha=-420.49867 de_lowest_kj_mol=15.5 homo_energy_ha=-0.3655 smiles=C1CP1 lumo_energy_ev=1.148
C -0.442 0.048 0.708
C 0.553 0.508 -0.352
P -0.982 -0.307 -1.087
H 0.017 -0.699 1.310
H -1.066 0.669 1.295
H 0.836 1.502 -0.568
H 1.398 -0.118 -0.300
H -0.313 -1.604 -1.006


Record 3
13
Properties=species:S:1:pos:R:3 method="wB97M-V/def2-TZVPD" gap_ev=10.55 largest_force_ev_per_a=2.86 e_tot_ha=-472.97192 de_lowest_kj_mol=256.0 homo_energy_ha=-0.3918 smiles="O=C(O)/C(CO)=N/O" lumo_energy_ev=-0.106
O 2.435 -1.136 0.096
C 1.772 -0.159 -0.079
O 2.383 0.975 -0.395
C 0.250 0.003 0.042
C -0.606 -1.220 0.305
O -1.605 -1.364 -0.681
N -0.131 1.226 -0.082
O -1.494 1.439 0.186
H 1.688 1.741 -0.322
H 0.095 -2.051 0.268
H -1.004 -1.198 1.362
H -2.213 -0.569 -0.561
H -1.569 2.315 -0.139


Record 4
16
Properties=species:S:1:pos:R:3 method="wB97M-V/def2-TZVPD" charge=-1 gap_ev="8.37 / 8.36" largest_force_ev_per_a=5.05 e_tot_ha=-1307.04243 de_lowest_kj_mol=344.2 homo_energy_ha="-0.2087 / -0.2088" smiles="CN(C)S(=O)(=O)S(=O)(=O)[O-]" lumo_energy_ev="2.685 / 2.683"
C -1.307 -0.677 -1.022
N -0.709 -0.537 0.321
C -1.065 0.629 1.110
S 0.872 -0.941 0.253
O 1.299 -1.123 1.650
O 0.862 -2.786 -0.768
S 1.827 1.004 -0.314
O 1.710 1.593 1.006
O 0.858 1.521 -1.316
O 3.150 0.732 -0.799
H -0.647 -1.454 -1.498
H -2.314 -1.026 -0.987
H -1.269 0.303 -1.439
H -0.085 0.978 1.465
H -1.489 1.360 0.406
H -1.693 0.424 1.930


Record 5
32
Properties=species:S:1:pos:R:3 method="wB97M-V/def2-TZVPD" gap_ev=9.13 largest_force_ev_per_a=3.40 e_tot_ha=-859.15185 de_lowest_kj_mol=0.0 homo_energy_ha=-0.3145 smiles="CCOC(=O)C1=C(C)N(C)C(=O)[C@H]1CC(=O)O" lumo_energy_ev=0.572
C 3.157 2.695 -0.865
C 1.642 2.951 -1.129
O 0.899 1.964 -0.387
C 0.868 0.700 -0.897
O 1.266 0.414 -2.023
C 0.211 -0.411 -0.163
C -0.091 -0.482 1.184
C 0.199 0.519 2.307
N -0.689 -1.721 1.466
C -0.912 -2.206 2.839
C -0.793 -2.503 0.336
O -1.213 -3.647 0.341
C -0.305 -1.667 -0.845
C -1.367 -1.441 -1.943
C -2.522 -0.512 -1.514
O -3.251 -0.944 -0.632
O -2.687 0.662 -2.080
H 3.804 3.385 -1.466
H 3.373 2.804 0.195
H 3.378 1.689 -1.185
H 1.361 2.918 -2.188
H 1.369 3.938 -0.759
H 0.760 0.034 3.092
H -0.718 0.917 2.788
H 0.726 1.400 1.926
H -1.638 -3.018 2.840
H -1.246 -1.406 3.521
H 0.065 -2.554 3.235
H 0.525 -2.192 -1.292
H -1.880 -2.367 -2.274
H -0.865 -1.012 -2.812
H -3.431 1.094 -1.613


Record 6
11
Properties=species:S:1:pos:R:3 method="wB97M-V/def2-TZVPD" gap_ev=11.13 largest_force_ev_per_a=1.09 e_tot_ha=-285.39164 de_lowest_kj_mol=60.2 homo_energy_ha=-0.3841 smiles="N#CCCC=O" lumo_energy_ev=0.679
N -2.641 -0.059 -0.833
C -1.706 0.348 -0.288
C -0.494 0.836 0.380
C 0.763 0.219 -0.237
C 0.854 -1.266 0.043
O 0.157 -1.830 0.851
H -0.467 1.927 0.311
H -0.557 0.560 1.436
H 0.810 0.392 -1.319
H 1.658 0.694 0.190
H 1.621 -1.820 -0.535


Record 7
26
Properties=species:S:1:pos:R:3 method="wB97M-V/def2-TZVPD" charge=+1 gap_ev=11.54 largest_force_ev_per_a=1.08 e_tot_ha=-365.35316 de_lowest_kj_mol=0.0 homo_energy_ha=-0.5132 lumo_energy_ev=-2.422
C 0.201 -0.784 2.604
C -0.356 0.579 2.274
N -0.182 0.899 0.832
C -0.549 2.267 0.435
H 1.228 -0.902 2.259
H 0.213 -0.919 3.681
H -0.420 -1.564 2.167
H -1.418 0.694 2.483
H 0.174 1.360 2.825
H -0.709 0.192 0.222
H 0.765 0.660 0.477
H -1.584 2.443 0.720
H -0.419 2.387 -0.636
H 0.091 2.976 0.957
N 1.681 -0.477 -0.820
C 0.939 -1.215 -1.879
C -0.384 -0.629 -2.274
N -1.397 -0.684 -1.185
H 2.502 -0.051 -1.239
H 2.108 -1.165 -0.215
H 0.796 -2.250 -1.554
H 1.542 -1.265 -2.789
H -0.266 0.423 -2.554
H -0.763 -1.148 -3.157
H -2.265 -0.293 -1.516
H -1.588 -1.659 -0.998


Record 8
78
Properties=species:S:1:pos:R:3 method="wB97M-V/def2-TZVPD" gap_ev=5.61 largest_force_ev_per_a=10.89 e_tot_ha=-2741.35185 de_lowest_kj_mol=623.9 homo_energy_ha=-0.3222 lumo_energy_ev=-3.163
Be 1.230 1.798 1.984
S -0.122 -0.319 -0.031
O 0.590 0.914 -0.367
O 0.522 -1.472 -0.644
O -0.174 -0.565 1.404
O -1.466 -0.242 -0.574
C -2.780 2.599 -2.339
O -3.001 3.621 -3.035
N -2.025 1.579 -2.782
N -3.230 2.330 -1.148
H -1.282 1.721 -3.451
H -1.832 0.836 -2.126
H -3.936 3.008 -0.899
H -3.062 1.518 -0.571
C 0.568 -4.615 -0.366
O 0.678 -5.831 -0.358
N -0.503 -4.020 -0.611
N 1.586 -3.855 -0.107
H -0.306 -3.032 -0.547
H -1.396 -4.474 -0.741
H 1.607 -2.846 -0.152
H 2.370 -4.339 0.306
C 0.042 4.925 0.419
O 0.742 4.229 1.214
N -0.180 4.547 -0.748
N -0.363 6.116 0.729
H -0.832 4.964 -1.398
H 0.225 3.624 -0.813
H -0.267 6.401 1.693
H -0.909 6.335 -0.093
C -2.499 -2.505 -3.675
O -3.207 -2.876 -4.575
N -2.863 -1.789 -2.678
N -1.164 -2.656 -3.620
H -2.300 -1.436 -1.917
H -3.808 -1.439 -2.741
H -0.672 -2.195 -2.869
H -0.812 -3.100 -4.456
C 3.623 -1.608 -1.991
O 4.741 -2.027 -2.063
N 3.238 -0.714 -1.132
N 2.688 -1.907 -2.803
H 3.819 -0.613 -0.311
H 2.231 -0.644 -1.157
H 1.810 -1.475 -2.549
H 2.841 -2.594 -3.527
C -2.709 -2.769 3.300
O -3.702 -3.413 3.699
N -1.539 -3.252 2.978
N -2.699 -1.566 3.112
H -1.467 -4.252 3.101
H -0.892 -2.684 2.450
H -2.080 -1.165 2.422
H -3.475 -1.102 3.562
C 3.216 2.544 -0.761
O 3.090 2.582 0.498
N 2.345 2.343 -1.708
N 4.349 2.848 -1.258
H 1.535 1.913 -1.286
H 2.366 2.935 -2.526
H 5.083 3.065 -0.599
H 4.552 2.597 -2.215
C -2.246 2.115 2.506
O -1.109 2.519 2.387
N -2.661 1.223 1.664
N -3.043 2.494 3.431
H -3.497 0.659 1.619
H -1.986 0.769 1.065
H -2.665 3.257 3.974
H -3.915 2.023 3.622
C 2.872 -0.918 2.755
O 2.906 0.228 2.406
N 3.324 -1.332 3.866
N 2.451 -1.913 1.981
H 4.035 -0.741 4.272
H 3.304 -2.275 4.229
H 2.359 -2.831 2.391
H 1.736 -1.779 1.281


Record 9
92
Properties=species:S:1:pos:R:3 method="wB97M-V/def2-TZVPD" charge=+4 gap_ev="5.26 / 4.42" largest_force_ev_per_a=0.49 e_tot_ha=-4164.31706 spin_multiplicity=3 de_lowest_kj_mol=162.8 homo_energy_ha="-0.6435 / -0.6436" lumo_energy_ev="-12.254 / -13.095"
W -0.237 -1.516 -0.784
C 0.289 -3.774 -3.310
C 1.497 -4.202 -1.018
S 1.537 -2.927 0.289
C 0.849 -3.742 1.751
C -0.613 -4.181 1.679
S -1.472 -3.523 0.204
C -3.174 -3.093 0.728
C -3.517 -1.629 0.488
S -2.791 -0.886 -1.001
C -3.491 -1.883 -2.375
C -2.669 -3.104 -2.787
S -1.001 -2.441 -3.015
H -1.039 -5.295 -3.984
H 0.615 -3.556 -4.328
H 2.389 -4.819 -0.915
H 0.618 -4.829 -0.885
H 1.001 -3.002 2.536
H 1.510 -4.584 1.966
H -1.152 -3.841 2.562
H -0.703 -5.265 1.618
H -3.273 -3.332 1.787
H -3.830 -3.767 0.179
H -3.157 -0.994 1.296
H -4.598 -1.492 0.419
H -3.571 -1.178 -3.203
H -4.507 -2.159 -2.091
H -3.026 -3.478 -3.748
H -2.681 -3.916 -2.063
C 2.106 -6.118 -3.760
C 0.796 -6.236 -3.521
C -0.245 -5.187 -3.238
C 1.521 -3.472 -2.392
C 2.785 -3.765 -3.147
C 2.985 -4.944 -3.739
N 1.337 -2.001 -2.107
N 1.922 -1.163 -2.821
C 1.410 0.128 -2.677
C 1.938 1.153 -3.438
C 1.320 2.400 -3.361
C 0.214 2.543 -2.538
C -0.238 1.467 -1.782
N 0.346 0.265 -1.836
H 2.622 -7.037 -4.012
H 0.376 -7.234 -3.577
H -0.717 -5.396 -2.271
H 3.542 -2.994 -3.182
H 3.945 -5.088 -4.221
H 2.786 0.960 -4.080
H 1.690 3.231 -3.946
H -0.311 3.488 -2.471
H -1.090 1.568 -1.121
S -0.509 -0.650 1.529
C 0.338 0.783 2.070
N -0.003 1.350 3.180
C 0.784 2.499 3.684
C 1.203 3.349 2.514
N 1.934 2.513 1.553
C 3.107 3.130 0.892
C 2.783 4.509 0.381
C 1.612 4.746 -0.344
C 1.331 6.012 -0.828
C 2.228 7.053 -0.599
C 3.392 6.825 0.123
C 3.667 5.558 0.620
C 1.574 1.275 1.324
S 2.400 0.173 0.387
C -1.137 0.963 4.058
C -2.190 2.039 4.033
C -2.721 2.471 2.818
C -3.698 3.451 2.796
C -4.153 4.000 3.991
C -3.628 3.571 5.200
C -2.640 2.595 5.223
H 1.633 2.094 4.242
H 0.140 3.055 4.363
H 1.867 4.150 2.835
H 0.342 3.811 2.026
H 3.423 2.445 0.102
H 3.909 3.174 1.634
H 0.906 3.933 -0.503
H 0.418 6.202 -1.374
H 2.013 8.043 -0.976
H 4.085 7.633 0.307
H 4.576 5.388 1.183
H -0.709 0.845 5.056
H -1.508 -0.004 3.725
H -2.370 2.042 1.883
H -4.112 3.789 1.857
H -4.917 4.764 3.976
H -3.983 3.996 6.128
H -2.233 2.265 6.171


Record 10
18
Properties=species:S:1:pos:R:3 method="wB97M-V/def2-TZVPD" gap_ev=11.38 largest_force_ev_per_a=2.64 e_tot_ha=-458.62571 de_lowest_kj_mol=122.8 homo_energy_ha=-0.4010 smiles=O.O.O.O.O.O lumo_energy_ev=0.466
O -0.058 1.948 -0.645
H -0.981 1.715 -0.808
H 0.256 2.793 -0.976
O 1.712 0.160 -1.957
H 1.049 0.548 -1.323
H 1.116 -0.214 -2.639
O 1.574 -0.025 2.105
H 2.302 -0.021 1.410
H 1.865 0.431 2.943
O -1.713 -0.111 -1.179
H -1.850 -0.226 -0.232
H -2.663 -0.128 -1.503
O 0.002 -1.873 0.047
H 0.700 -2.316 0.574
H 0.410 -1.548 -0.761
O -1.611 -0.275 1.598
H -0.804 0.201 1.347
H -1.307 -1.059 1.997